[1]
Entry from the OMol25 dataset: the molecule C18H16N4O8S (wB97M-V/def2-TZVPD).

Summary:
M (g mol⁻¹): 448.41
HOMO-LUMO gap (eV): 6.93
Structure (SMILES): O=C(CCCN1C(=O)c2ccc([N+](=O)[O-])cc2S1(=O)=O)Nc1ccc(C(=O)NO)cc1
LUMO (eV): -2.0

The geometry in XYZ format:
```
47
Properties=species:S:1:pos:R:3:lowdin_charge:R:1
O 0.56 0.42 2.53 0.065
C 0.22 0.11 1.40 -0.435
C 0.50 1.00 0.16 -0.094
C -0.76 1.79 -0.23 -0.164
C -0.46 2.87 -1.31 -0.170
N 0.13 2.35 -2.52 -0.125
C -0.64 1.68 -3.48 -0.410
O -1.75 1.23 -3.26 0.120
C -0.05 1.64 -4.81 -0.105
C -0.49 1.02 -5.99 0.038
C 0.23 1.15 -7.18 0.034
C 1.42 1.88 -7.22 -0.126
N 2.08 2.12 -8.46 -0.336
O 1.40 2.17 -9.48 0.102
O 3.33 2.21 -8.41 0.086
C 1.91 2.47 -6.03 0.075
C 1.16 2.37 -4.85 -0.160
S 1.47 3.12 -3.24 0.794
O 2.79 2.75 -2.75 -0.282
O 1.21 4.59 -3.21 -0.295
N -0.53 -1.03 1.18 0.117
C -0.82 -2.08 2.05 -0.206
C -1.21 -3.27 1.41 -0.006
C -1.41 -4.45 2.17 0.005
C -1.31 -4.46 3.58 -0.130
C -1.53 -5.70 4.39 -0.434
O -2.23 -6.59 3.95 0.055
N -0.99 -5.85 5.66 0.005
O -1.31 -6.95 6.45 -0.009
C -0.94 -3.24 4.22 -0.024
C -0.74 -2.08 3.47 -0.002
H 1.34 1.70 0.34 0.133
H 0.79 0.30 -0.67 0.123
H -1.20 2.28 0.66 0.132
H -1.59 1.14 -0.58 0.111
H -1.39 3.40 -1.62 0.145
H 0.19 3.64 -0.85 0.136
H -1.45 0.48 -5.99 0.137
H -0.16 0.66 -8.08 0.133
H 2.80 3.09 -6.00 0.137
H -0.71 -1.24 0.20 0.138
H -1.35 -3.31 0.34 0.108
H -1.72 -5.37 1.73 0.105
H -0.28 -5.19 5.94 0.137
H -2.05 -7.45 6.01 0.121
H -0.83 -3.16 5.31 0.111
H -0.44 -1.22 4.09 0.112
```

=====

[2]
Entry from the OMol25 dataset: a cluster of 2 separate species, C18H16O8 in total (wB97M-V/def2-TZVPD).

Summary:
M (g mol⁻¹): 360.32
HOMO-LUMO gap (eV): 7.42
Energy above the lowest of the compared OMol25 structures with the same formula, charge and spin (kJ/mol): 1362.9
LUMO (eV): -0.6

The geometry in XYZ format:
```
42
Properties=species:S:1:pos:R:3:lowdin_charge:R:1
O 1.73 -1.12 -1.66 0.201
C 1.33 -0.34 -0.98 -0.532
C 2.20 0.35 0.00 0.034
C 1.91 1.42 0.73 -0.028
C 2.86 2.14 1.53 -0.186
C 2.16 3.33 2.41 0.027
C 2.86 4.21 3.26 0.030
C 4.29 3.71 3.53 -0.282
C 4.92 2.76 2.77 -0.236
C 4.10 2.03 1.78 -0.015
H 4.57 1.30 1.46 0.034
O 6.29 2.62 3.04 -0.051
H 6.64 1.90 2.16 0.264
O 4.86 4.56 4.42 0.003
H 5.94 4.18 4.31 0.226
H 2.36 4.92 3.94 0.108
H 1.06 3.46 2.20 0.099
H 0.87 1.83 0.72 0.133
H 3.28 0.01 -0.01 0.143
O 0.10 0.26 -0.82 0.064
C -0.72 -0.65 -1.57 -0.231
C -0.82 -0.06 -2.96 -0.577
O -1.73 0.42 -3.51 0.145
O 0.21 -0.50 -3.68 -0.003
H 1.03 -1.31 -2.98 0.287
H -0.62 -1.73 -1.51 0.175
C -2.12 -0.30 -1.13 -0.102
C -3.19 -1.55 -1.08 -0.202
C -3.92 -1.35 -2.35 0.043
C -4.83 -2.51 -2.64 0.128
C -4.85 -3.70 -1.61 -0.125
C -3.92 -3.69 -0.57 -0.366
C -3.22 -2.55 -0.31 -0.059
H -2.48 -2.52 0.45 0.130
O -4.07 -4.66 0.23 0.085
H -3.64 -4.60 1.19 0.207
O -5.59 -4.83 -1.94 0.157
H -5.72 -5.09 -1.21 -0.095
H -5.42 -2.57 -3.42 0.026
H -3.90 -0.56 -2.88 0.015
H -2.16 -0.08 0.00 0.120
H -2.64 0.85 -1.28 0.205
```

=====

[3]
Entry from the OMol25 dataset: a structure of composition C18H17BF2INO2V (wB97M-V/def2-TZVPD).

Summary:
2S+1: 2
M (g mol⁻¹): 505.99
HOMO-LUMO gap (alpha / beta) (eV): 6.48 / 6.65
⟨S²⟩: 0.76
Total charge: +2
LUMO (alpha / beta) (eV): -7.2 / -7.1

The geometry in XYZ format:
```
43
Properties=species:S:1:pos:R:3:mulliken_spin:R:1
V 0.05 -0.16 0.10 1.132
I -1.66 1.73 1.48 -0.014
C 0.07 2.39 2.52 -0.014
C -0.12 3.28 3.53 0.002
C 0.99 3.73 4.26 -0.002
C 2.24 3.29 3.92 0.002
C 2.44 2.40 2.84 -0.004
C 3.75 2.02 2.47 0.013
C 3.95 1.19 1.40 -0.007
C 2.85 0.67 0.70 -0.031
C 1.55 0.99 1.03 -0.065
C 1.32 1.89 2.11 0.000
H -1.11 3.64 3.78 0.001
H 0.85 4.43 5.07 0.000
H 3.10 3.64 4.48 0.000
H 4.58 2.42 3.03 0.001
H 4.96 0.93 1.10 -0.001
H 3.07 0.01 -0.14 0.000
F 1.25 1.26 -2.14 0.000
B 1.15 0.08 -1.57 -0.068
F 1.65 -0.97 -2.22 0.002
C -2.10 0.79 -3.24 0.004
C -2.16 0.13 -1.92 0.034
C -3.38 -0.62 -1.53 0.005
O -1.19 0.21 -1.14 0.007
H -3.10 1.05 -3.61 0.001
H -1.68 0.08 -3.96 0.003
H -1.45 1.66 -3.23 0.000
H -3.62 -1.37 -2.28 0.002
H -4.22 0.08 -1.50 0.002
H -3.27 -1.08 -0.55 -0.001
O 0.73 -1.50 0.76 -0.002
N 1.51 -2.48 1.24 -0.002
C 1.36 -2.84 2.52 -0.001
C 2.16 -3.84 3.04 0.000
C 3.10 -4.45 2.22 -0.001
C 3.23 -4.04 0.90 0.001
C 2.42 -3.04 0.42 0.000
H 0.61 -2.32 3.09 0.000
H 2.03 -4.13 4.07 0.000
H 3.74 -5.23 2.62 0.000
H 3.95 -4.49 0.24 0.000
H 2.45 -2.66 -0.59 0.001
```

=====

[4]
Entry from the OMol25 dataset: a structure of composition C18H17F6N7O4PtS3 (wB97M-V/def2-TZVPD).

Summary:
M (g mol⁻¹): 800.65
HOMO-LUMO gap (eV): 6.12
Total charge: +2
Energy above the lowest of the compared OMol25 structures with the same formula, charge and spin (kJ/mol): 72.5
LUMO (eV): -8.5

The geometry in XYZ format:
```
56
Properties=species:S:1:pos:R:3:lowdin_charge:R:1
Pt 0.12 0.53 -0.35 1.281
N 2.15 -2.62 -2.13 0.158
C 1.91 -1.49 -1.48 -0.732
S 0.88 -0.30 -2.35 0.829
N 2.43 -1.23 -0.31 0.081
N 2.01 0.05 0.04 -0.180
C 2.81 0.96 0.49 -0.133
C 4.21 0.77 0.81 -0.166
C 5.15 1.72 0.39 -0.029
C 6.49 1.55 0.70 -0.042
C 6.88 0.45 1.46 -0.031
C 5.95 -0.49 1.88 -0.032
C 4.62 -0.35 1.55 -0.005
C 2.14 2.29 0.53 -0.168
C 2.63 3.40 1.19 0.052
C 1.90 4.58 1.15 0.032
C 0.71 4.63 0.46 0.012
C 0.24 3.48 -0.15 -0.059
N 0.94 2.34 -0.11 -0.056
H 1.70 -2.85 -3.00 0.119
H 2.81 -3.28 -1.74 0.141
H 4.86 2.55 -0.23 0.123
H 7.22 2.27 0.36 0.120
H 7.93 0.32 1.71 0.122
H 6.27 -1.35 2.46 0.122
H 3.89 -1.07 1.89 0.100
H 3.56 3.32 1.72 0.140
H 2.28 5.46 1.66 0.139
H 0.12 5.54 0.39 0.133
H -0.69 3.46 -0.71 0.113
F 0.45 -0.12 5.43 0.186
C -0.46 -0.35 4.50 -0.673
F -1.24 0.71 4.35 0.165
F -1.19 -1.40 4.83 0.179
S 0.43 -0.69 2.89 0.673
O 0.30 0.56 2.12 -0.376
O 1.74 -1.13 3.20 -0.221
N -0.43 -1.84 2.20 -0.264
S -1.40 -1.46 1.08 0.680
O -0.70 -1.40 -0.28 -0.466
O -2.20 -0.28 1.27 -0.312
C -2.68 -2.81 1.07 -0.681
F -3.12 -2.91 2.30 0.205
F -2.18 -3.95 0.65 0.197
F -3.65 -2.41 0.26 0.169
C -4.95 0.45 -0.55 0.025
N -3.93 1.51 -0.41 -0.136
C -4.34 2.78 0.22 0.031
C -2.74 1.32 -0.81 -0.228
N -1.64 1.21 -1.21 0.036
H -5.20 0.07 0.44 0.106
H -4.54 -0.35 -1.17 0.100
H -5.82 0.87 -1.03 0.110
H -4.84 2.55 1.16 0.110
H -5.02 3.31 -0.44 0.110
H -3.46 3.39 0.42 0.095
```